(1)
{
  "formula": "C22H26N2O2",
  "method": "wB97M-V/def2-TZVPD",
  "e_above_lowest_ev": 0.5232,
  "smiles": "CC(=O)[C@H]1[C@H](CCc2ccccc2)NC(=O)N(Cc2ccccc2)[C@@H]1C",
  "charge": 0,
  "molar_mass_g_mol": 350.462,
  "e_tot_ha": -1113.9706,
  "largest_force_ev_per_a": 0.6,
  "gap_ev": 9.5,
  "elements": ["C", "C", "O", "C", "C", "C", "C", "C", "C", "C", "C", "C", "C", "N", "C", "O", "N", "C", "C", "C", "C", "C", "C", "C", "C", "C", "H", "H", "H", "H", "H", "H", "H", "H", "H", "H", "H", "H", "H", "H", "H", "H", "H", "H", "H", "H", "H", "H", "H", "H", "H", "H"],
  "xyz": [[1.7666, 0.1325, -3.0944], [0.8107, 0.1069, -1.9277], [0.0927, -0.8319, -1.6994], [0.8343, 1.3654, -1.0732], [-0.4472, 1.4897, -0.2433], [-1.5953, 2.1048, -1.0386], [-2.9458, 1.9601, -0.3182], [-3.1931, 0.5311, 0.0825], [-3.5283, -0.4175, -0.8755], [-3.6985, -1.7441, -0.5255], [-3.5358, -2.1415, 0.7906], [-3.2062, -1.2044, 1.7542], [-3.0360, 0.1227, 1.4012], [-0.1542, 2.2685, 0.9533], [0.6745, 1.6246, 1.8537], [0.5169, 1.6535, 3.0567], [1.6936, 0.9665, 1.2294], [2.3796, -0.1175, 1.9023], [1.9666, -1.4197, 1.2632], [2.8598, -2.1812, 0.5242], [2.4306, -3.3217, -0.1337], [1.1022, -3.7018, -0.0681], [0.2043, -2.9473, 0.6684], [0.6359, -1.8156, 1.3321], [2.0665, 1.3038, -0.1232], [2.8129, 2.6420, -0.1289], [1.2851, 0.6664, -3.9132], [1.9790, -0.8808, -3.4242], [2.6880, 0.6510, -2.8469], [0.9478, 2.2341, -1.7267], [-0.7395, 0.4643, 0.0356], [-1.3885, 3.1604, -1.2287], [-1.6497, 1.5837, -1.9963], [-2.9687, 2.6004, 0.5661], [-3.7352, 2.3000, -0.9927], [-3.6542, -0.1131, -1.9048], [-3.9548, -2.4708, -1.2824], [-3.6685, -3.1780, 1.0654], [-3.0758, -1.5063, 2.7834], [-2.7719, 0.8448, 2.1617], [-0.9654, 2.6728, 1.4009], [2.0703, -0.0759, 2.9497], [3.4637, 0.0257, 1.8450], [3.8981, -1.8824, 0.4637], [3.1348, -3.9070, -0.7075], [0.7655, -4.5825, -0.5943], [-0.8359, -3.2318, 0.7158], [-0.0637, -1.2225, 1.9041], [2.7446, 0.5139, -0.4653], [3.1905, 2.8706, -1.1226], [2.1447, 3.4367, 0.1917], [3.6527, 2.5980, 0.5607]],
  "forces_ev_per_angstrom": [[-0.1, -0.4, 0.0], [0.2, 0.4, -0.2], [-0.1, -0.1, -0.1], [-0.4, -0.3, 0.4], [0.1, -0.2, -0.5], [0.1, -0.1, 0.3], [0.1, -0.1, -0.2], [-0.2, 0.1, 0.1], [0.0, 0.0, 0.0], [0.0, -0.1, -0.1], [0.0, -0.1, 0.0], [0.0, -0.1, 0.1], [0.0, 0.1, 0.0], [-0.2, 0.3, 0.0], [0.1, 0.2, 0.0], [-0.2, -0.1, 0.5], [-0.1, -0.1, 0.2], [-0.1, -0.1, 0.2], [0.2, -0.1, 0.0], [0.0, 0.1, 0.1], [0.0, -0.1, -0.1], [0.1, -0.1, -0.1], [0.0, 0.0, 0.1], [0.1, -0.1, 0.1], [0.1, 0.5, -0.4], [0.1, -0.3, 0.0], [0.0, 0.1, -0.1], [0.0, 0.0, 0.0], [0.1, 0.1, 0.0], [0.0, 0.0, 0.0], [0.1, 0.2, -0.1], [0.1, 0.0, -0.1], [0.0, 0.0, -0.1], [-0.1, 0.0, 0.0], [0.0, 0.1, 0.1], [0.0, 0.0, -0.1], [0.0, -0.1, -0.1], [0.0, -0.1, 0.0], [0.0, 0.0, 0.1], [0.0, 0.1, 0.1], [0.1, -0.1, 0.1], [0.1, 0.0, -0.1], [-0.1, 0.0, 0.0], [0.1, 0.0, 0.0], [0.0, -0.1, 0.0], [0.0, -0.1, 0.0], [-0.1, 0.0, 0.0], [-0.1, 0.1, 0.1], [-0.1, 0.1, 0.1], [0.0, 0.1, -0.1], [-0.1, 0.1, 0.0], [0.1, 0.0, 0.0]],
  "mulliken_charge": [-1.5922, 0.2507, -0.3989, 0.2484, 0.4767, -1.1383, -1.4145, 0.4163, -0.0603, -0.7148, -0.4688, -0.7179, 0.0310, -0.0196, 0.2794, -0.7097, 0.2642, -1.3284, 0.3246, -0.4716, -0.6702, -0.5481, -0.3014, -0.0282, -0.2618, -1.6581, 0.3730, 0.3649, 0.3452, 0.6097, -0.3553, 0.4461, 0.3837, 0.4650, 0.5190, 0.4061, 0.3929, 0.4538, 0.3937, 0.3067, 0.4769, 0.4865, 0.3452, 0.4127, 0.3921, 0.4065, 0.3878, 0.4088, 0.6105, 0.3779, 0.4075, 0.3940]
}

***

(2)
{
  "formula": "C22H26N2O2",
  "method": "wB97M-V/def2-TZVPD",
  "e_above_lowest_ev": 19.5118,
  "charge": 0,
  "molar_mass_g_mol": 350.462,
  "e_tot_ha": -1113.2728,
  "largest_force_ev_per_a": 19.9,
  "gap_ev": 7.5,
  "elements": ["C", "H", "H", "H", "C", "C", "C", "C", "C", "C", "C", "N", "C", "C", "C", "O", "C", "N", "H", "C", "C", "C", "O", "C", "H", "H", "H", "H", "H", "H", "H", "H", "H", "C", "C", "C", "C", "C", "C", "H", "H", "H", "H", "H", "H", "H", "H", "H", "H", "H", "H", "H"],
  "xyz": [[4.6028, -1.9630, -3.4809], [5.6411, -1.6765, -3.6264], [4.3219, -1.6104, -2.4117], [4.4281, -2.9073, -3.6758], [3.9487, -0.8743, -4.3705], [2.4003, -1.2974, -4.1261], [1.6207, -2.2341, -4.8806], [0.1833, -2.1521, -4.6717], [-0.4116, -1.6055, -3.5979], [0.3694, -0.8297, -2.6588], [1.5481, -0.6619, -3.1679], [2.2035, 0.2744, -2.2414], [1.4350, 0.6322, -1.1101], [-0.0185, -0.1133, -1.5285], [-1.1617, 0.0851, -0.8840], [-2.1969, -0.6327, -1.3391], [-1.1419, 0.6159, 0.6488], [-2.5351, 0.3910, 1.1078], [-3.3256, 0.2803, 0.3639], [-3.1788, 1.4922, 1.7991], [-2.4931, 1.7441, 3.1635], [-3.1806, 2.6706, 3.9179], [-2.8433, 2.8241, 5.3319], [-1.4288, 2.9588, 5.5716], [-1.3552, 3.5201, 6.5227], [-1.1121, 4.0934, 5.1342], [-0.5726, 2.3031, 5.3791], [-4.3539, 2.8421, 3.9809], [-2.7846, 3.6650, 3.5185], [-1.4508, 1.7121, 3.2243], [-2.8508, 0.8025, 3.6875], [-2.8713, 2.6761, 1.2492], [-4.2586, 1.4700, 1.8966], [-0.0921, 0.0814, 1.4903], [0.8073, 0.8510, 2.0832], [1.4511, 0.3067, 2.8977], [1.6495, -0.8767, 3.1783], [0.5975, -2.0911, 2.6559], [-0.2782, -1.3030, 1.6921], [-1.0803, -2.0171, 1.1197], [0.6445, -3.0309, 2.9431], [2.2852, -1.7496, 3.8037], [2.4616, 0.8760, 3.3801], [0.8969, 1.8849, 1.9227], [-1.0236, 1.7681, 0.2141], [1.4689, 1.2567, -0.2128], [3.2186, 0.5264, -1.9266], [-1.4087, -1.8432, -3.0867], [-0.4823, -2.7927, -5.3051], [1.9228, -2.6030, -5.9106], [3.9209, -1.1952, -5.4959], [3.9992, 0.0959, -4.2927]],
  "forces_ev_per_angstrom": [[2.1, 8.3, 2.4], [0.7, -0.9, 0.6], [0.6, -1.3, -1.5], [-1.3, -4.4, -1.1], [-5.6, -9.2, -2.8], [-2.1, -0.2, -1.5], [-0.1, 3.0, -1.1], [0.2, -2.8, -1.0], [-1.9, 0.1, 3.7], [-5.5, -2.0, -2.4], [8.5, 2.6, 1.6], [1.7, 2.6, 5.5], [-5.5, -4.0, -5.2], [9.0, 3.3, 0.5], [-6.3, -5.4, 1.9], [3.1, 3.7, 1.9], [-3.8, 3.5, -5.8], [-2.8, 0.9, -0.9], [3.1, -0.8, 0.5], [4.2, 4.5, -0.1], [-3.3, -6.9, -0.6], [-2.0, 8.0, 3.0], [1.8, -1.9, -0.4], [-0.3, 6.1, 0.0], [-0.1, -1.7, 0.6], [-0.5, -2.8, -0.5], [-1.0, -0.6, -0.1], [2.4, -1.3, -0.8], [-0.9, -0.3, 0.1], [1.5, 0.6, -0.4], [1.1, 0.0, -0.3], [-1.2, -3.0, 0.7], [0.0, -0.5, -0.1], [-3.5, -2.5, -1.9], [-8.8, 7.6, -9.9], [15.5, 1.8, 12.4], [-1.6, -18.7, 3.1], [0.0, 13.5, -3.9], [1.0, -6.0, 2.0], [1.7, 2.6, 1.2], [0.1, -4.3, 1.1], [-0.5, 4.2, -1.0], [-2.7, -0.5, -1.0], [-0.3, 1.3, -0.5], [0.0, -1.9, 2.2], [1.2, -0.1, -0.8], [-2.0, -1.2, -2.2], [0.9, 0.4, -2.0], [0.9, 0.6, 0.4], [0.1, 0.1, 1.7], [1.0, 0.9, 1.8], [1.2, 5.1, 1.0]],
  "mulliken_charge": [-0.9666, 0.3333, 0.2164, 0.4121, -0.9673, 0.0486, -0.6559, -0.7580, -0.4377, -0.1557, 1.0019, -0.1112, -0.8146, 0.1512, 0.5830, -0.7894, -0.0006, -0.0333, 0.3245, -0.5928, 0.4632, -0.7439, -0.3634, -0.7745, 0.3860, 0.2079, 0.2941, 0.2437, 0.3419, -0.1658, 0.1454, 0.1827, 0.4751, 0.2092, 0.2606, -0.3053, -0.5946, -0.8587, -0.5349, 0.2117, 0.6323, 0.1323, -0.0054, 0.6829, 0.1045, 0.4961, 0.3358, 0.2929, 0.3072, 0.2757, 0.3268, 0.5503]
}